Record 1
DFT (ωB97M-V with the def2-TZVPD basis set) results for a structure of composition C16H32AuOP.

Geometry (Å):
C (-2.563, -1.849, -0.830)
H (-3.503, -1.376, -0.486)
H (-2.717, -1.943, -1.927)
H (-1.948, -0.638, 0.028)
C (-2.366, -3.205, -0.119)
H (-1.302, -3.388, 0.077)
H (-2.841, -3.091, 0.861)
C (-2.977, -4.366, -0.872)
H (-2.700, -5.304, -0.401)
H (-4.064, -4.307, -0.868)
H (-2.645, -4.396, -1.910)
C (2.107, 0.792, -0.470)
C (2.188, -0.612, -0.592)
C (1.391, -1.022, -1.708)
C (0.792, 0.199, -2.282)
C (1.295, 1.305, -1.495)
C (1.075, 2.740, -1.785)
C (0.385, 0.322, -3.708)
C (1.554, -2.305, -2.438)
C (3.069, -1.488, 0.212)
C (2.927, 1.606, 0.464)
Au (-0.819, -0.787, -1.115)
H (-0.166, 1.256, -3.879)
H (1.251, 0.299, -4.390)
H (-0.288, -0.496, -3.976)
H (0.256, 2.876, -2.502)
H (0.836, 3.318, -0.876)
H (1.983, 3.184, -2.224)
H (3.110, 1.060, 1.398)
H (3.911, 1.842, 0.026)
H (2.435, 2.559, 0.693)
H (2.800, -2.542, 0.079)
H (4.124, -1.371, -0.084)
H (3.000, -1.246, 1.282)
H (0.622, -2.586, -2.940)
H (2.350, -2.244, -3.196)
H (1.811, -3.121, -1.751)
C (-1.726, 1.612, 4.530)
P (-1.011, 1.641, 2.874)
C (-1.986, 2.815, 1.905)
C (0.614, 2.395, 3.088)
O (-0.938, 0.273, 2.214)
H (-1.218, 2.348, 5.162)
H (-1.596, 0.608, 4.950)
H (-2.794, 1.849, 4.477)
H (-2.158, 3.738, 2.475)
H (-1.455, 3.050, 0.972)
H (-2.952, 2.357, 1.656)
H (1.382, 1.616, 3.013)
H (0.793, 3.151, 2.312)
H (0.672, 2.869, 4.076)

Summary:
HOMO (alpha / beta) = -15.260 / -15.254 eV
E = -32121.5565 eV
Spin multiplicity = 3
LUMO level (alpha / beta) = -6.435 / -10.285 eV
Charge = +2
⟨S²⟩ = 2.01
HOMO-LUMO gap (alpha / beta) = 0.3243 / 0.1826 hartree

Atomic partial charges in e from the Löwdin method, atoms 1 to 5: -0.260, 0.086, 0.083, 0.111, -0.315

=====

Record 2
DFT (ωB97M-V with the def2-TZVPD basis set) results for a cluster of 13 separate species, C33H66N4O9S2 in total.

Geometry (Å):
C (17.838, 34.628, -7.086)
C (18.064, 34.169, -8.457)
N (18.260, 33.883, -9.548)
H (16.795, 34.446, -6.822)
H (18.145, 35.654, -6.917)
H (18.382, 33.933, -6.447)
C (17.102, 26.855, -6.775)
C (15.847, 27.028, -6.096)
N (14.851, 27.167, -5.539)
H (17.047, 27.292, -7.776)
H (17.457, 25.839, -6.948)
H (17.925, 27.328, -6.236)
C (18.633, 29.668, -14.470)
C (17.807, 28.581, -13.964)
N (17.226, 27.709, -13.497)
H (18.455, 29.948, -15.505)
H (19.690, 29.505, -14.277)
H (18.410, 30.576, -13.908)
C (18.572, 30.786, -3.715)
C (18.139, 31.277, -5.010)
N (17.800, 31.644, -6.045)
H (18.372, 31.548, -2.960)
H (19.600, 30.441, -3.693)
H (17.920, 29.966, -3.399)
C (16.589, 36.569, -14.390)
S (15.807, 35.109, -13.672)
O (14.742, 34.775, -14.647)
C (17.078, 33.886, -13.954)
H (15.909, 37.407, -14.267)
H (16.726, 36.344, -15.451)
H (17.582, 36.811, -14.008)
H (18.088, 34.111, -13.601)
H (17.203, 33.827, -15.039)
H (16.750, 32.956, -13.499)
C (13.750, 31.786, -12.519)
S (13.074, 30.871, -13.968)
O (12.520, 29.628, -13.351)
C (11.714, 32.051, -14.272)
H (14.705, 31.355, -12.223)
H (13.053, 31.930, -11.698)
H (13.988, 32.786, -12.895)
H (11.345, 31.882, -15.282)
H (12.080, 33.069, -14.145)
H (10.875, 31.917, -13.588)
C (19.006, 25.009, -11.917)
C (19.174, 25.810, -10.636)
O (20.241, 26.293, -10.338)
C (17.920, 26.101, -9.847)
H (19.968, 24.541, -12.113)
H (18.744, 25.709, -12.714)
H (18.163, 24.321, -11.889)
H (17.660, 25.217, -9.267)
H (17.155, 26.394, -10.565)
H (18.129, 26.963, -9.215)
C (18.274, 31.151, -11.219)
C (17.830, 30.353, -10.015)
O (16.702, 30.022, -9.748)
C (18.971, 29.926, -9.107)
H (17.437, 31.424, -11.856)
H (19.027, 30.560, -11.738)
H (18.763, 32.050, -10.846)
H (19.396, 30.853, -8.696)
H (19.844, 29.454, -9.560)
H (18.514, 29.373, -8.289)
C (14.712, 31.877, -7.854)
C (14.311, 32.032, -6.394)
O (13.730, 33.039, -6.053)
C (14.585, 30.922, -5.398)
H (13.992, 32.411, -8.475)
H (14.755, 30.835, -8.162)
H (15.647, 32.410, -8.039)
H (15.469, 30.362, -5.690)
H (13.705, 30.311, -5.209)
H (14.756, 31.472, -4.469)
C (21.898, 31.145, -11.624)
C (21.673, 31.415, -13.091)
O (20.611, 31.874, -13.451)
C (22.723, 30.917, -14.070)
H (21.102, 31.722, -11.156)
H (22.886, 31.120, -11.178)
H (21.554, 30.099, -11.568)
H (23.215, 30.022, -13.701)
H (23.456, 31.719, -14.171)
H (22.151, 30.765, -14.985)
C (21.696, 33.553, -6.859)
C (21.441, 34.404, -8.103)
O (21.049, 35.540, -7.995)
C (21.763, 33.807, -9.444)
H (21.768, 32.528, -7.235)
H (20.902, 33.612, -6.117)
H (22.617, 33.772, -6.319)
H (20.958, 33.806, -10.178)
H (22.088, 32.772, -9.354)
H (22.573, 34.397, -9.879)
C (21.820, 29.238, -6.872)
C (22.580, 28.130, -7.519)
O (23.082, 27.224, -6.901)
C (22.791, 28.277, -9.022)
H (21.470, 29.075, -5.856)
H (20.923, 29.443, -7.469)
H (22.322, 30.208, -6.931)
H (22.195, 27.517, -9.530)
H (23.840, 28.105, -9.255)
H (22.491, 29.283, -9.315)
C (14.600, 28.080, -10.503)
C (14.073, 26.727, -10.846)
O (13.477, 26.070, -10.016)
C (14.138, 26.214, -12.265)
H (14.446, 28.419, -9.483)
H (14.059, 28.796, -11.131)
H (15.655, 28.165, -10.754)
H (14.481, 27.041, -12.900)
H (13.158, 25.984, -12.669)
H (14.922, 25.466, -12.368)

Summary:
HOMO = -8.728 eV
E = -81345.6460 eV
LUMO level = 0.007 eV
HOMO-LUMO gap = 0.3210 hartree

Atomic partial charges in e from the Löwdin method, atoms 1 to 5: -0.060, -0.252, 0.170, 0.079, 0.089

=====

Record 3
DFT (ωB97M-V with the def2-TZVPD basis set) results for an isolated molecule of C14H10N4O2.

Geometry (Å):
O (-1.251, -1.738, -0.423)
C (-1.490, -0.632, -0.211)
O (-0.623, 0.481, 0.019)
C (0.640, 0.173, 0.003)
C (1.232, -1.123, 0.342)
C (2.532, -1.119, 0.533)
C (3.254, -0.093, 0.177)
C (2.699, 1.216, -0.562)
C (1.292, 1.303, -0.525)
H (0.882, 2.120, -0.786)
H (3.269, 2.212, -0.773)
N (4.636, 0.070, -0.118)
C (5.621, -1.237, 0.100)
N (6.840, -0.528, 0.102)
N (6.704, 0.655, -0.379)
N (5.438, 1.005, -0.180)
H (5.358, -2.218, 0.514)
H (3.024, -1.981, 0.929)
H (0.727, -1.667, 0.795)
C (-3.080, -0.132, 0.022)
C (-3.440, 1.100, 0.232)
C (-4.844, 1.558, 0.569)
C (-5.724, 0.665, 0.144)
C (-5.443, -0.677, -0.154)
C (-4.053, -0.923, -0.662)
H (-3.679, -2.060, -0.751)
H (-6.143, -1.621, -0.582)
H (-6.719, 0.999, 0.128)
H (-5.073, 2.421, 0.850)
H (-2.584, 1.772, 0.648)

Summary:
HOMO = -8.565 eV
E = -24723.2905 eV
SMILES = O=C(Oc1ccc(-n2cnnn2)cc1)c1ccccc1
LUMO level = -0.341 eV
HOMO-LUMO gap = 0.3022 hartree

Atomic partial charges in e from the Löwdin method, atoms 1 to 5: 0.187, -0.305, 0.066, -0.219, 0.041

=====

Record 4
DFT (ωB97M-V with the def2-TZVPD basis set) results for a cluster of 2 separate species, C4H11N3 in total.

Geometry (Å):
C (-0.793, 1.104, 0.878)
C (0.088, 0.648, -1.949)
C (0.276, 0.100, 0.551)
N (1.205, -0.089, 1.574)
C (0.713, -0.141, -0.804)
H (0.959, 0.178, 2.515)
H (1.916, -0.785, 1.398)
H (1.801, -0.188, -0.886)
H (-1.179, 0.939, 1.886)
H (-1.622, 1.040, 0.178)
H (-0.387, 2.120, 0.837)
H (0.330, 1.712, -1.902)
H (0.447, 0.258, -2.902)
H (-0.998, 0.536, -1.956)
N (-0.707, -2.360, -0.386)
N (-0.901, -1.683, 0.581)
H (-1.466, -2.090, 1.369)
H (0.318, -1.301, -0.980)

Summary:
HOMO = -6.682 eV
E = -8793.6289 eV
LUMO level = 0.998 eV
HOMO-LUMO gap = 0.2822 hartree
Energy above the lowest of the compared OMol25 structures with the same formula, charge and spin = 92.0 kcal per mole

Atomic partial charges in e from the Löwdin method, atoms 1 to 5: -0.058, -0.105, -0.435, 0.093, -0.269

=====

Record 5
DFT (ωB97M-V with the def2-TZVPD basis set) results for a cluster of 4 separate species, C2H14NO3 in total.

Geometry (Å):
C (-2.418, 1.367, 2.348)
C (-1.375, 2.443, 1.901)
N (-0.113, 1.601, 1.447)
H (-3.337, 1.942, 2.736)
H (-2.105, 0.960, 3.317)
H (-2.766, 0.909, 1.434)
H (-1.116, 3.044, 2.762)
H (-1.722, 3.215, 1.212)
H (0.576, 2.291, 1.147)
H (0.149, 1.108, 2.314)
H (-0.064, 0.849, 0.660)
H (0.670, -2.853, -2.231)
H (2.239, -2.725, -1.804)
O (1.312, -2.562, -1.567)
H (-0.438, 0.014, -1.126)
H (0.809, -0.959, -0.796)
O (0.219, -0.188, -0.449)
H (3.774, -3.646, -4.841)
H (2.495, -3.727, -4.184)
O (3.213, -3.083, -4.280)

Summary:
HOMO = -14.214 eV
E = -9926.9965 eV
LUMO level = -2.937 eV
Charge = +1
HOMO-LUMO gap = 0.4144 hartree
Energy above the lowest of the compared OMol25 structures with the same formula, charge and spin = 33.4 kcal per mole

Atomic partial charges in e from the Löwdin method, atoms 1 to 5: -0.078, -0.163, 0.149, 0.112, 0.087

=====

Record 6
DFT (ωB97M-V with the def2-TZVPD basis set) results for a cluster of 2 separate species, CH5NOS2 in total.

Geometry (Å):
S (4.015, -0.995, 0.338)
S (3.268, 0.869, 0.646)
H (3.010, -1.805, -0.114)
H (2.524, 1.111, -0.486)
C (-1.769, 0.183, -0.592)
N (-2.642, -0.139, 0.428)
O (-0.572, 0.119, -0.479)
H (-2.241, 0.460, -1.547)
H (-2.122, -0.238, 1.290)
H (-3.472, 0.436, 0.517)

Summary:
HOMO = -8.483 eV
E = -26325.9074 eV
SMILES = NC=O.SS
LUMO level = 0.598 eV
HOMO-LUMO gap = 0.3337 hartree
Energy above the lowest of the compared OMol25 structures with the same formula, charge and spin = 11.4 kcal per mole

Atomic partial charges in e from the Löwdin method, atoms 1 to 5: 0.176, 0.182, -0.184, -0.176, -0.416

=====

Record 7
DFT (ωB97M-V with the def2-TZVPD basis set) results for a structure of composition C7H9O12Zn.

Geometry (Å):
Zn (0.243, -1.632, 0.741)
O (-3.153, -1.313, 2.548)
C (-2.034, -1.668, 1.917)
O (-1.883, -1.441, 0.668)
O (-1.000, -1.998, 2.516)
H (-3.681, -1.038, 1.775)
O (1.331, 1.561, 3.184)
C (1.306, 0.212, 2.934)
O (1.130, -0.196, 1.751)
O (1.433, -0.531, 3.920)
H (1.473, 1.507, 4.142)
O (2.574, -4.970, 1.380)
C (1.848, -3.909, 1.762)
O (1.612, -3.117, 0.730)
O (1.484, -3.699, 2.901)
H (2.639, -4.894, 0.422)
C (-1.292, 2.783, -3.763)
C (-0.140, 2.147, -3.017)
C (0.102, 2.642, -1.579)
O (0.069, 1.457, -0.826)
C (-0.108, 0.377, -1.609)
O (0.000, -0.720, -1.152)
O (-0.231, 0.754, -2.884)
H (-2.254, 2.301, -3.555)
H (-1.308, 2.642, -4.847)
H (-1.385, 3.856, -3.602)
H (0.715, 2.377, -3.662)
H (-0.592, 3.447, -1.331)
H (1.104, 3.060, -1.465)

Summary:
HOMO = -5.017 eV
E = -80398.0087 eV
LUMO level = 2.154 eV
Charge = -1
HOMO-LUMO gap = 0.2635 hartree

Atomic partial charges in e from the Löwdin method, atoms 1 to 5: 0.838, 0.120, -0.774, -0.083, 0.017

=====

Record 8
DFT (ωB97M-V with the def2-TZVPD basis set) results for a structure of composition C45H116N4O15.

Geometry (Å):
C (-4.169, -1.441, -1.911)
O (-3.485, -0.945, -0.729)
C (-2.197, -1.377, -0.425)
C (-1.935, -1.087, 1.098)
N (-2.761, -1.930, 1.980)
C (-2.743, -1.458, 3.326)
C (-3.643, -2.423, 4.142)
O (-5.049, -2.242, 3.860)
C (-5.866, -2.582, 4.983)
H (-4.344, -2.506, -1.753)
H (-3.646, -1.190, -2.834)
H (-5.223, -1.172, -1.970)
H (-1.405, -1.082, -1.113)
H (-2.341, -2.456, -0.371)
H (-2.362, -0.093, 1.238)
H (-0.854, -1.012, 1.208)
H (-3.643, -2.056, 1.503)
H (-3.293, -0.523, 3.432)
H (-1.743, -1.367, 3.749)
H (-3.451, -2.321, 5.210)
H (-3.269, -3.388, 3.799)
H (-5.782, -1.729, 5.657)
H (-5.618, -3.555, 5.408)
H (-6.899, -2.636, 4.641)
C (-6.400, 7.817, -1.651)
O (-5.097, 7.589, -1.294)
C (-5.012, 6.279, -0.660)
C (-3.581, 5.786, -0.558)
N (-2.994, 5.326, -1.821)
C (-1.550, 5.304, -1.646)
C (-1.178, 3.854, -1.261)
O (-1.343, 3.505, 0.124)
C (-1.277, 2.164, 0.372)
H (-6.267, 8.786, -2.131)
H (-7.105, 7.957, -0.831)
H (-6.843, 7.210, -2.440)
H (-5.678, 5.605, -1.198)
H (-5.408, 6.354, 0.352)
H (-3.361, 5.004, 0.169)
H (-3.066, 6.677, -0.200)
H (-3.237, 5.874, -2.634)
H (-1.066, 6.147, -1.154)
H (-1.115, 5.264, -2.645)
H (-0.112, 3.797, -1.485)
H (-1.665, 3.249, -2.025)
H (-1.502, 2.000, 1.426)
H (-0.238, 1.883, 0.200)
H (-1.915, 1.499, -0.210)
C (-4.521, -7.079, 3.742)
O (-4.163, -6.346, 2.569)
C (-2.861, -6.455, 2.155)
C (-2.906, -6.176, 0.625)
N (-1.677, -5.706, 0.086)
C (-1.764, -5.230, -1.331)
C (-1.509, -3.631, -1.539)
O (-0.507, -3.210, -2.524)
C (-0.310, -1.793, -2.631)
H (-3.813, -6.988, 4.566)
H (-4.733, -8.129, 3.541)
H (-5.477, -6.730, 4.132)
H (-2.473, -7.472, 2.217)
H (-2.204, -5.790, 2.715)
H (-3.734, -5.536, 0.321)
H (-3.062, -7.130, 0.121)
H (-1.280, -5.017, 0.710)
H (-2.591, -5.606, -1.934)
H (-1.032, -5.848, -1.851)
H (-1.269, -3.116, -0.608)
H (-2.486, -3.184, -1.722)
H (-1.245, -1.277, -2.848)
H (0.248, -1.463, -3.507)
H (0.116, -1.375, -1.719)
C (2.496, 1.945, -2.899)
O (3.246, 2.069, -1.723)
C (4.041, 3.192, -1.325)
C (4.924, 3.246, -0.139)
N (5.631, 1.970, -0.089)
C (6.808, 1.824, -1.026)
C (8.002, 2.743, -0.665)
O (7.934, 4.017, -1.295)
C (8.967, 4.827, -0.771)
H (1.520, 2.431, -2.889)
H (2.348, 0.888, -3.119)
H (2.990, 2.311, -3.799)
H (3.332, 4.020, -1.305)
H (4.595, 3.424, -2.234)
H (4.276, 3.299, 0.736)
H (5.546, 4.140, -0.109)
H (5.035, 1.269, -0.505)
H (6.427, 1.901, -2.044)
H (7.107, 0.779, -1.104)
H (8.962, 2.231, -0.735)
H (7.938, 2.827, 0.420)
H (8.855, 4.755, 0.310)
H (8.720, 5.857, -1.026)
H (9.974, 4.543, -1.075)
C (3.645, -3.929, 2.312)
C (3.459, -3.766, 0.799)
C (3.307, -2.342, 0.368)
O (4.681, -4.226, 0.268)
H (4.464, -3.238, 2.511)
H (4.083, -4.881, 2.612)
H (2.886, -3.713, 3.063)
H (2.663, -4.418, 0.439)
H (3.537, -1.543, 1.073)
H (2.318, -2.070, -0.001)
H (3.988, -2.086, -0.444)
H (4.676, -3.941, -0.648)
C (-3.893, 0.699, -4.426)
C (-2.462, 1.144, -4.026)
C (-2.099, 0.552, -2.659)
O (-1.617, 0.542, -4.983)
H (-4.172, -0.354, -4.394)
H (-3.989, 0.893, -5.494)
H (-4.697, 1.280, -3.974)
H (-2.383, 2.229, -3.957)
H (-1.040, 0.493, -2.409)
H (-2.454, -0.474, -2.556)
H (-2.599, 1.173, -1.915)
H (-2.208, 0.204, -5.659)
C (-0.449, 1.195, 2.205)
C (-1.186, 1.092, 3.567)
C (-0.894, 2.186, 4.653)
O (-2.518, 1.139, 3.303)
H (-0.481, 2.178, 1.737)
H (-0.886, 0.495, 1.493)
H (0.591, 0.952, 2.425)
H (-0.950, 0.132, 4.026)
H (-1.522, 2.997, 4.284)
H (0.174, 2.401, 4.692)
H (-1.360, 1.869, 5.586)
H (-3.074, 1.050, 4.081)
C (5.563, 2.516, 3.844)
C (4.902, 1.294, 3.157)
C (3.719, 1.772, 2.199)
O (5.786, 0.545, 2.366)
H (5.010, 3.434, 3.644)
H (6.606, 2.566, 3.530)
H (5.410, 2.476, 4.922)
H (4.599, 0.554, 3.897)
H (3.254, 2.606, 2.726)
H (3.011, 0.960, 2.028)
H (4.086, 2.197, 1.265)
H (5.262, 0.269, 1.609)
C (0.785, 0.721, -1.367)
C (0.935, -0.198, -0.134)
C (1.754, 0.208, 1.089)
O (-0.372, -0.244, 0.463)
H (0.056, 1.527, -1.273)
H (0.196, 0.267, -2.164)
H (1.734, 1.078, -1.766)
H (1.204, -1.222, -0.396)
H (1.514, 1.175, 1.529)
H (2.833, 0.257, 0.944)
H (1.529, -0.466, 1.916)
H (-0.529, 0.667, 0.723)
C (0.826, 0.278, -3.636)
C (1.182, 0.553, -5.029)
C (1.368, -0.696, -5.940)
O (0.078, 1.300, -5.557)
H (1.653, -0.235, -3.145)
H (-0.003, -0.429, -3.617)
H (0.566, 1.214, -3.141)
H (2.046, 1.208, -5.139)
H (1.962, -0.455, -6.822)
H (0.408, -1.035, -6.331)
H (1.700, -1.602, -5.435)
H (-0.715, 0.766, -5.644)
C (0.420, -4.902, 2.094)
C (-0.203, -3.551, 1.885)
C (0.348, -2.697, 0.762)
O (-1.528, -3.827, 1.516)
H (0.051, -5.374, 3.004)
H (1.476, -4.909, 2.364)
H (0.562, -5.413, 1.141)
H (-0.014, -3.045, 2.832)
H (0.444, -3.303, -0.139)
H (1.354, -2.571, 1.161)
H (-0.183, -1.763, 0.578)
H (-1.882, -2.962, 1.734)

Summary:
HOMO = -7.012 eV
E = -85172.4781 eV
LUMO level = 0.379 eV
HOMO-LUMO gap = 0.2716 hartree
Energy above the lowest of the compared OMol25 structures with the same formula, charge and spin = 962.7 kcal per mole

Atomic partial charges in e from the Löwdin method, atoms 1 to 5: -0.063, -0.155, -0.204, -0.167, -0.015

=====

E of number 5 (C2H14NO3)?
-9926.9965 eV